[1]
DFT (wB97M-V/def2-TZVPD) results for a molecular structure, C20H26Br4IrO2Si.

Positions of all 54 atoms, in Å:
H (-4.5792, 2.8865, -1.3273)
H (-0.8819, 0.3475, 3.8798)
H (-0.4157, -1.3029, 4.2907)
H (0.2132, -3.0181, -1.2300)
H (3.2457, -0.5525, -0.5310)
C (3.2459, -0.8486, 0.5228)
C (1.9736, 0.6587, 2.9827)
H (-1.8169, -2.6751, -0.0250)
H (-2.5642, 1.4425, 2.0193)
Br (-2.5761, -1.2586, -3.5544)
Ir (-0.6226, 0.5126, 0.6527)
C (-0.2869, -1.8074, 1.1906)
C (-0.9976, -0.2438, -3.3724)
C (-1.3706, 3.5853, -1.1710)
H (-4.7500, 1.8287, 0.0755)
C (-1.4974, -2.6618, 1.0188)
C (-0.0877, -0.7872, 2.2232)
H (-1.2059, 2.5581, 2.1340)
C (0.5161, 0.8741, -1.8686)
Br (-0.6769, -0.4164, -6.1910)
H (-1.7168, 4.4561, -1.7330)
C (-0.8666, -0.6775, 3.5138)
Br (2.8996, 2.1848, -2.5245)
H (-1.8972, -1.0041, 3.3829)
H (-0.3945, 3.8238, -0.7414)
H (-1.2693, -3.6909, 1.3086)
Si (-2.6050, 3.0897, 0.1375)
H (-3.6922, 1.3580, -1.2606)
Br (2.1092, 1.3037, -5.6673)
C (-3.2309, 4.5957, 1.0525)
H (3.7965, -1.7894, 0.5976)
C (-4.0388, 2.2066, -0.6636)
H (-1.2275, 2.7716, -1.8848)
C (1.3342, 1.2197, -2.9344)
H (2.5203, 1.4124, 2.4152)
H (1.2723, 1.1746, 3.6369)
O (-1.3700, -0.1576, -1.0005)
H (2.6949, 0.1340, 3.6154)
C (-0.6460, 0.1471, -2.0908)
H (-2.4074, 5.2179, 1.4114)
C (0.9041, -1.9134, 0.4732)
H (1.5234, -3.7930, -0.3384)
H (-3.8310, 4.3052, 1.9187)
C (1.2666, -0.2976, 2.0696)
C (1.8531, -1.0159, 1.0202)
H (3.7849, -0.0860, 1.0811)
C (-1.8018, 1.9668, 1.4235)
O (0.7705, 1.1855, -0.5948)
C (1.1377, -2.8295, -0.6832)
H (-2.3332, -2.3111, 1.6213)
C (0.9890, 0.8357, -4.2291)
H (-3.8589, 5.2090, 0.4020)
H (1.8663, -2.4148, -1.3808)
C (-0.1840, 0.1024, -4.4499)

## Properties
- HOMO-LUMO gap (spin up / spin down) (eV) = 6.84 / 6.49
- relative energy (zero: lowest compared OMol25 entry of this formula, charge and spin) (kcal per mole) = 49.87
- LUMO energy (spin up / spin down) (eV) = -1.09 / -1.35
- multiplicity = 2

=====

[2]
DFT (wB97M-V/def2-TZVPD) results for a molecular structure, C20H26ClNO2RhSiTe4.

Positions of all 56 atoms, in Å:
H (3.4339, -0.1604, -3.8671)
C (-5.0806, -2.0344, 0.8307)
H (5.3481, 2.1584, 2.7929)
C (-1.7956, 1.1947, 0.1571)
H (-3.2428, -0.7989, -0.8660)
C (5.3083, 3.2863, 0.9706)
H (-2.7603, 1.5834, -0.1346)
C (1.1687, 1.0984, -1.6531)
H (3.1518, 1.1473, 2.4468)
Te (0.8124, 0.0702, 3.9104)
C (-3.1359, -1.8893, -0.7269)
C (3.5300, 1.8386, 1.7031)
H (6.2786, 3.7387, 1.1374)
H (3.2752, 0.7135, -1.5720)
H (1.4302, -0.2323, -5.3152)
O (0.0246, -3.7672, -0.2542)
C (0.0532, 1.0470, -2.5003)
H (-1.5876, 0.0760, 1.6800)
C (-4.1074, -2.4645, 1.9148)
Te (-0.2595, -1.8405, -0.6346)
C (0.1429, 0.6000, -3.8121)
Cl (-0.5572, 0.5820, 0.9703)
N (-2.1905, -2.2273, 0.3642)
H (-2.0463, -2.2583, 2.4263)
H (-0.7403, 0.5883, -4.4395)
C (4.5818, 3.5733, -0.1798)
H (-0.3684, -0.4405, 0.0827)
H (-5.1725, -2.1749, -1.3321)
H (2.0711, -0.5451, 0.2856)
H (-5.1908, -0.9438, 0.8400)
Te (-0.0430, 3.9604, -0.1357)
C (2.3880, 0.6709, -2.1924)
C (1.7419, -1.5710, 0.3418)
Rh (0.7081, -2.0381, 2.3644)
H (-2.7234, -2.2876, -1.6578)
Te (-0.0601, 3.0882, 2.6557)
O (0.0474, -3.8054, 1.2481)
C (4.7856, 2.4052, 1.9005)
H (-2.8143, -0.7752, 1.8570)
H (2.7964, 3.1781, -1.2905)
H (-4.0073, -3.5543, 1.9052)
H (-6.0666, -2.4735, 1.0070)
C (0.2474, -0.3056, 1.8995)
H (4.9829, 4.2470, -0.9279)
H (-0.5826, 1.5973, 1.8386)
H (-4.4413, -3.5734, -0.5064)
C (1.3571, 0.1462, -4.3028)
H (-0.8978, 1.3925, -2.1096)
H (-4.4639, -2.1630, 2.9035)
C (-4.5239, -2.4825, -0.5068)
H (2.4046, -2.2999, -0.1257)
C (-2.7275, -1.8535, 1.6733)
C (2.7638, 2.1418, 0.5852)
C (3.3343, 3.0037, -0.3676)
C (2.4796, 0.1854, -3.4877)
Si (0.9393, 1.6478, 0.2061)

## Properties
- HOMO-LUMO gap (spin up / spin down) (eV) = 5.06 / 5.14
- total charge = -1
- relative energy (zero: lowest compared OMol25 entry of this formula, charge and spin) (kcal per mole) = 608.64
- LUMO energy (spin up / spin down) (eV) = 1.88 / 1.16
- multiplicity = 5

=====

[3]
DFT (wB97M-V/def2-TZVPD) results for a molecular structure, C20H26Cu2N5O.

Positions of all 54 atoms, in Å:
H (2.3285, -26.5339, 4.4367)
H (0.4460, -24.8513, -6.1087)
H (9.3988, -18.7353, -2.2399)
C (3.0901, -14.4851, -0.5295)
Cu (3.4226, -21.3855, 5.5887)
C (1.8804, -22.0918, -4.9936)
H (0.8956, -24.6710, -3.3495)
H (-6.2662, -20.8988, -0.2611)
C (1.1262, -24.0292, -4.1869)
H (0.4760, -15.4618, -2.2315)
H (7.9930, -17.9873, -0.3032)
H (8.9979, -18.3671, 1.8781)
C (-0.6433, -26.4147, 3.2096)
C (-5.9111, -21.5750, -1.0247)
H (-5.9903, -23.7913, -3.4695)
H (1.2492, -22.4222, -7.0533)
C (10.6947, -19.6574, -0.6065)
H (2.8332, -20.1416, 0.8665)
C (9.6410, -18.9816, -1.2166)
H (3.8519, -14.4743, 0.2359)
H (-3.6642, -21.3571, -0.9664)
N (2.2210, -14.2839, -2.5352)
H (0.5578, -28.4407, 5.4446)
C (1.2809, -26.7026, 4.2358)
C (-0.8491, -27.4615, 4.1141)
C (1.9882, -15.2679, -0.5289)
C (0.4072, -27.6676, 4.7057)
C (1.2575, -22.7700, -6.0309)
C (-6.6827, -22.3172, -1.9209)
H (2.3403, -21.1185, -4.9067)
C (9.4402, -18.7864, 0.9865)
H (11.4593, -19.7205, 1.4320)
H (-1.3715, -25.9313, 2.5752)
C (3.2383, -13.8735, -1.6896)
C (1.3887, -15.0820, -1.7967)
C (10.6781, -19.4170, 0.7508)
H (-3.7309, -22.9168, -2.9407)
C (-4.5722, -21.7887, -1.3608)
O (3.2257, -20.8938, 1.3510)
H (-1.7936, -27.9292, 4.3497)
H (-7.7518, -22.4663, -1.8886)
H (2.1527, -22.6393, -2.9427)
C (-5.8412, -23.0301, -2.7179)
H (4.0651, -13.2530, -2.0022)
N (8.8526, -18.5072, -0.1989)
H (11.5734, -20.0428, -1.1021)
N (1.8175, -22.8942, -3.8607)
H (1.6710, -15.9737, 0.2245)
N (-4.5618, -22.6629, -2.4257)
N (0.6403, -25.9177, 3.3211)
Cu (7.0350, -22.7311, 1.7157)
H (2.1268, -13.9685, -3.4900)
C (0.8730, -24.0215, -5.5652)
H (1.0670, -25.1612, 2.8054)

## Properties
- HOMO-LUMO gap (eV) = 2.46
- total charge = +1
- LUMO energy (eV) = -6.76

=====

[4]
DFT (wB97M-V/def2-TZVPD) results for a molecular structure, C20H26I2MnO5STi.

Positions of all 56 atoms, in Å:
H (-2.2522, -0.2325, -5.3014)
C (-1.3847, 1.3902, -2.1788)
C (0.3228, 1.2879, 4.6236)
C (-1.1220, 1.3362, -0.7124)
H (-1.8327, 1.4490, -4.9570)
C (0.7928, 2.8200, 2.7523)
C (-0.1645, 0.0654, -4.8474)
Mn (-0.8869, -1.8014, -1.6137)
H (0.3240, 2.1973, 5.2272)
C (1.3457, 3.0148, 1.3492)
H (0.3787, -2.0785, 1.2467)
C (0.3490, -2.3490, 2.3133)
C (-0.8947, -3.1900, 2.5536)
H (-0.5901, -2.0555, -5.0596)
C (0.5744, 1.3981, 3.2549)
H (-0.8487, -4.0799, 1.9192)
H (1.8620, 0.7013, -4.4055)
H (-0.2872, 4.6929, 2.6587)
C (-1.4784, 0.5318, -5.4407)
C (1.6064, -3.1423, 2.6467)
C (0.9748, 1.0508, -4.9513)
H (1.2580, 1.2020, -6.0027)
C (0.3163, -1.0399, 3.1030)
H (1.6282, 4.0726, 1.2443)
O (-2.8615, -1.3251, 0.4670)
H (1.5867, -3.4869, 3.6895)
H (-0.9776, -3.5024, 3.6014)
H (-1.3740, 0.7166, -6.5196)
O (-1.8053, 1.7662, 0.2038)
O (-2.0257, 2.2166, -2.8016)
H (0.7050, 2.0265, -4.5346)
O (-2.2855, -3.4320, -3.5763)
H (1.0998, -1.6877, -4.6807)
H (0.4630, -1.3770, -6.3165)
H (-1.2573, 3.2592, 2.2444)
C (0.2237, -1.3446, -5.2447)
H (-0.8537, 3.6097, 3.9376)
H (-0.1021, -2.0663, 4.9299)
H (2.5031, -2.5307, 2.5060)
S (-0.5426, -0.0454, -2.8277)
H (0.5814, 2.8213, 0.5829)
C (-0.4795, 3.6460, 2.9112)
H (1.5397, 3.2493, 3.4432)
C (-1.6971, -2.9191, -2.6938)
H (2.2385, 2.4106, 1.1575)
I (2.3879, -1.9440, -1.1600)
C (0.0771, -1.0919, 4.4722)
H (-0.1107, 0.0116, 6.3111)
C (0.5633, 0.2124, 2.4660)
H (1.6676, -4.0108, 1.9865)
I (3.0197, 1.2869, -1.5987)
H (-1.7943, -2.6301, 2.2838)
Ti (0.7359, 0.1315, -0.7185)
C (0.0801, 0.0685, 5.2389)
O (0.7417, 0.2485, 1.1679)
C (-2.0383, -1.5287, -0.3508)

## Properties
- HOMO-LUMO gap (spin up / spin down) (eV) = 5.09 / 4.29
- total charge = +4
- LUMO energy (spin up / spin down) (eV) = -15.76 / -16.46
- multiplicity = 6

=====

[5]
DFT (wB97M-V/def2-TZVPD) results for a molecular structure, C20H26MgN2O5P2S6.

Positions of all 62 atoms, in Å:
O (-0.0620, 4.0555, -2.1490)
P (2.3490, -1.5611, 2.3137)
C (2.6161, -0.0627, 1.3416)
C (-3.4743, 1.1538, 5.8954)
C (-2.5396, -1.2709, 3.1916)
C (-3.5332, -1.3180, 7.3285)
H (3.6737, -0.0095, 1.1119)
H (2.2838, 2.3339, -5.7524)
H (-0.4417, 5.0150, -0.3980)
S (0.2984, -4.9397, -3.2831)
S (-1.8128, -4.0016, 3.4718)
H (3.9689, -0.8992, 3.8810)
Mg (-0.5159, -3.1192, 1.4442)
S (1.6410, -6.8200, -1.4370)
H (2.4353, 1.2480, -2.8318)
S (0.8880, -5.2983, 1.0192)
C (-0.7737, 6.2786, -2.1507)
O (1.5723, -7.1196, -4.1240)
H (2.3414, -0.5988, 4.5171)
H (-1.4702, 1.4427, -5.6466)
S (-2.2281, -1.3025, 1.5224)
O (-1.4725, 2.0950, -3.2072)
H (0.2198, 6.4793, -2.5620)
H (4.3749, -2.9797, 2.1040)
C (-0.8480, 4.9633, -1.3820)
H (3.3493, -2.8002, 0.6102)
C (-2.0920, 2.3424, -5.5221)
C (-1.9666, 3.0230, -4.1955)
C (1.8932, 1.5446, -3.7636)
H (2.8022, -3.8867, 1.8734)
H (3.3618, 0.9835, -5.1561)
C (-2.8790, -0.0781, 3.9024)
O (0.8824, -1.8728, 2.5017)
C (0.1411, -4.5687, -1.6085)
C (-3.1534, -1.2958, 5.9515)
H (-1.3196, 3.9262, -4.2745)
N (-3.5263, 2.2698, 6.2244)
C (3.3198, -2.8961, 1.6958)
H (-2.9491, 3.2972, -3.8703)
C (1.2969, -6.5203, -3.0915)
H (-1.4426, 6.3365, -3.0643)
C (-2.4221, -2.5146, 3.9694)
H (-3.1050, 1.9954, -5.6890)
S (-0.7605, -3.1635, -1.1142)
O (0.9918, 2.6126, -3.5251)
C (-2.8685, -2.4667, 5.2858)
H (-1.0219, 7.0823, -1.4340)
H (1.9205, -0.0996, 0.5167)
P (-0.1269, 2.4596, -2.3457)
H (1.3072, 0.5838, -3.8802)
H (3.6012, 2.5971, -4.4736)
H (2.3264, 0.7769, 1.9852)
H (-2.8912, 0.8639, 3.3126)
C (2.9597, -1.3110, 3.9816)
H (-2.9429, -3.4201, 5.8181)
H (-1.9328, 3.0387, -6.3472)
H (-1.8827, 4.5825, -1.3041)
H (2.9597, -2.1893, 4.6153)
C (0.8479, -5.4422, -0.6403)
C (2.8441, 1.9013, -4.8809)
N (-3.8167, -1.3642, 8.4612)
C (-3.1959, -0.0915, 5.2569)

## Properties
- HOMO-LUMO gap (eV) = 4.51
- total charge = -2
- relative energy (zero: lowest compared OMol25 entry of this formula, charge and spin) (kcal per mole) = 12.14
- LUMO energy (eV) = 3.58

=====

[6]
DFT (wB97M-V/def2-TZVPD) results for C20H26N2O3S in the gas phase.

Positions of all 52 atoms, in Å:
H (5.5992, -4.0912, 2.1304)
C (2.0748, -1.0390, 1.1722)
C (-2.1139, 0.7863, -0.3444)
O (-0.3066, -0.3570, 2.0535)
C (0.5525, 1.5782, -0.9726)
H (-7.4645, 1.4147, -3.1970)
H (1.9394, -1.3249, -0.9174)
C (-0.5726, 2.5730, -0.6584)
H (3.2656, -2.7952, -2.1738)
C (3.7238, -2.3276, 2.3296)
H (-2.1309, 0.9578, 0.7357)
H (-0.5546, 2.7654, 0.4187)
C (-4.5829, 2.5988, -1.8910)
H (2.3156, -0.4157, 5.4352)
C (3.4701, -2.5657, -0.0594)
N (0.3019, 0.2988, -0.3362)
C (5.2113, -3.9324, 1.1281)
C (3.8696, -3.1897, -1.3617)
O (2.2518, -0.7468, 3.4674)
H (-4.2112, 3.2863, -1.1471)
H (-3.0855, 0.3986, -0.6573)
S (0.7724, 0.1875, 1.2804)
H (6.0286, -3.6037, 0.4876)
C (-3.6687, 1.8664, -2.6391)
H (4.8516, -4.8845, 0.7402)
H (-0.4055, 3.5141, -1.1873)
H (4.9179, -2.9889, -1.5797)
C (-5.9411, 2.4355, -2.0885)
C (-2.1926, 2.0650, -2.4147)
H (3.9051, -0.7908, 4.7236)
N (-1.8905, 2.0674, -0.9925)
H (-3.4379, 0.3907, -4.1732)
C (4.1090, -2.9182, 1.1330)
C (2.4527, -1.6208, -0.0162)
C (-4.1391, 0.9690, -3.5868)
H (2.7060, -2.0937, 4.9818)
H (-1.6312, 1.3069, -2.9850)
H (-6.6436, 3.0078, -1.5003)
H (-1.9090, 3.0487, -2.8061)
C (-5.4995, 0.8089, -3.7897)
H (-1.0200, -0.5359, -1.6944)
H (4.2323, -2.6160, 3.2366)
H (-5.8533, 0.1079, -4.5319)
H (0.6401, 1.4099, -2.0519)
H (-1.1504, -1.1236, -0.0194)
C (-1.0113, -0.2396, -0.6396)
C (2.7037, -1.3813, 2.3672)
O (1.3530, 1.4354, 1.6859)
H (3.7405, -4.2708, -1.3267)
C (-6.4032, 1.5413, -3.0408)
H (1.5008, 1.9504, -0.5878)
C (2.8392, -1.0405, 4.7144)

## Properties
- SMILES string = COc1cc(C)c(C)cc1S(=O)(=O)N1CCN(Cc2ccccc2)CC1
- HOMO-LUMO gap (eV) = 8.81
- relative energy (zero: lowest compared OMol25 entry of this formula, charge and spin) (kcal per mole) = 52.44
- LUMO energy (eV) = 0.73

=====

[7]
DFT (wB97M-V/def2-TZVPD) results for a molecular structure, C20H26N3O3RuS.

Positions of all 54 atoms, in Å:
H (0.3641, 4.2984, -2.2897)
H (-3.5555, -2.5076, -3.7062)
N (-0.5843, -2.1805, -1.0157)
H (-4.4304, -2.5189, -2.1744)
H (-0.9616, -4.6366, -1.6208)
C (1.6581, -3.0544, -0.6988)
H (0.2217, 1.4526, 2.7152)
H (-0.2587, 4.0101, 1.5281)
H (-1.8224, 3.9949, -1.1170)
C (0.8229, -4.3643, 1.6160)
H (2.0180, 4.5889, -1.6830)
H (0.7079, 5.7270, -1.2763)
N (1.5885, 1.6418, 1.1678)
C (3.6001, 1.4333, 2.9964)
C (2.2677, 1.3878, 3.4031)
H (4.3898, 1.3576, 3.7319)
C (1.2703, 1.4902, 2.4573)
H (-2.6392, -4.5251, -1.0553)
H (-1.8420, 2.0851, 1.9896)
C (2.8670, 1.6520, 0.7626)
H (-1.1125, -3.5099, 1.2192)
O (0.7205, 3.9164, -0.2517)
C (0.3480, -2.9631, -0.2582)
C (-1.6731, 3.7061, -0.0764)
H (4.9408, 1.5807, 1.3036)
H (3.5847, -3.8928, -0.2925)
S (2.8052, 1.7316, -0.9904)
C (-1.9130, -4.1341, -1.7655)
Ru (0.6061, 1.8108, -0.5573)
H (2.0047, 1.2718, 4.4442)
N (-1.7240, -2.7000, -1.5730)
H (2.8443, -5.0612, 1.7533)
C (-0.0830, -3.6024, 0.8950)
H (-4.2018, -1.0022, -3.0545)
C (3.9192, 1.5613, 1.6549)
H (-2.2559, -4.3105, -2.7818)
H (0.5000, -4.8800, 2.5099)
O (-1.4927, 2.2703, -0.0625)
C (-2.1399, 1.6194, 1.0487)
H (1.9611, -2.5502, -1.6070)
C (2.1413, -4.4630, 1.1897)
H (-2.5669, 3.9712, 0.4881)
C (-0.4354, 4.3423, 0.5047)
C (-1.8117, -0.4991, -1.7979)
H (-2.1503, 0.4851, -2.0699)
H (-1.8388, 0.5760, 1.0268)
O (0.3533, -0.1380, -0.6453)
C (-3.7346, -1.9461, -2.7879)
C (0.9604, 4.6848, -1.4605)
C (-2.4604, -1.6958, -2.0638)
C (2.5595, -3.8061, 0.0403)
C (-0.6260, -0.8327, -1.1333)
H (-0.4919, 5.4304, 0.4936)
H (-3.2192, 1.6964, 0.9266)

## Properties
- HOMO-LUMO gap (spin up / spin down) (eV) = 7.80 / 6.81
- total charge = +2
- relative energy (zero: lowest compared OMol25 entry of this formula, charge and spin) (kcal per mole) = 0.00
- LUMO energy (spin up / spin down) (eV) = -6.52 / -7.46
- multiplicity = 2

=====

[8]
DFT (wB97M-V/def2-TZVPD) results for C20H26N4OS in the gas phase.

Positions of all 52 atoms, in Å:
H (-0.7356, -0.1816, -1.6906)
H (-2.7057, -0.4037, -0.0973)
N (2.6311, -1.4810, -1.2681)
O (1.7718, -1.7213, -3.3510)
C (-2.6986, 1.7144, -0.4454)
H (2.4202, -1.5106, -0.2750)
H (-4.6315, 3.2759, 3.2158)
H (6.6970, -1.0824, -1.1433)
H (0.4103, -2.6605, -0.6163)
C (-3.9871, 2.4208, 3.0836)
C (-5.4730, 1.5006, -0.3845)
H (4.3102, -0.2523, -1.2802)
H (-0.7940, 1.6959, -1.4543)
H (8.3451, -2.9322, -1.2969)
H (-5.1404, -0.5855, -0.0372)
H (4.6155, -3.2839, -1.5187)
C (-2.4510, 0.2122, 2.7992)
C (7.3186, -3.1358, -1.0017)
C (-4.8761, 2.7304, -0.6010)
H (0.1809, 0.9052, 2.4532)
H (7.0351, -4.1096, -1.3943)
H (4.0184, -1.2112, -2.7521)
H (-3.0355, 3.8006, -0.7853)
C (-2.6914, 2.5701, 2.6192)
H (-2.3031, 3.5514, 2.3816)
C (1.6475, -1.7306, -2.1432)
H (-0.1543, 2.5553, 1.8707)
S (0.8166, -1.0958, 1.3633)
C (4.9355, -2.3158, -1.1282)
H (4.8593, -2.3514, -0.0386)
C (-1.1926, 1.8675, -0.4473)
C (-3.4975, 2.8361, -0.6269)
H (-6.5487, 1.4183, -0.3503)
H (-0.3921, -2.4184, -2.1970)
H (-5.4472, 0.9679, 3.7184)
H (-0.9462, 2.9041, -0.1924)
N (-0.5044, 1.0230, 0.5075)
C (6.3843, -2.0548, -1.5309)
C (-0.5122, 1.5208, 1.8740)
H (6.4530, -2.0153, -2.6200)
C (-1.8957, 1.4436, 2.4594)
N (-3.6864, 0.0627, 3.2352)
C (0.2882, -1.9816, -1.4640)
C (3.9986, -1.2321, -1.6599)
H (7.2755, -3.1793, 0.0843)
H (-5.4839, 3.6120, -0.7406)
N (-0.2884, -0.7465, -0.9860)
C (-4.6843, 0.3772, -0.2099)
C (-3.3053, 0.4813, -0.2472)
H (-1.8694, -0.6967, 2.7134)
C (-0.0421, -0.2188, 0.2306)
C (-4.4391, 1.1414, 3.3660)

## Properties
- SMILES string = CCCCNC(=O)CNC(=S)N(Cc1ccccc1)Cc1cccnc1
- HOMO-LUMO gap (eV) = 9.03
- relative energy (zero: lowest compared OMol25 entry of this formula, charge and spin) (kcal per mole) = 17.80
- LUMO energy (eV) = 0.53